# 1
Below is a cluster of 7 separate species, C20H53F6N5O9S2 in total, with properties calculated with the ωB97M-V functional and the def2-TZVPD basis.

E_LUMO ... 0.17 eV
Gap between HOMO and LUMO ... 9.7 eV

```
! wB97M-V def2-TZVPD RIJCOSX def2/J DEFGRID3
* xyz 0 1
N 5.49 9.35 32.93
H 5.30 8.62 33.61
H 6.18 9.97 33.34
H 4.61 9.81 32.76
H 5.82 8.83 32.13
C 3.88 11.62 30.00
F 4.52 12.63 30.60
F 3.42 12.05 28.85
F 4.72 10.58 29.81
S 2.40 10.91 31.06
O 1.26 11.82 30.91
O 2.08 9.59 30.52
N 3.19 10.80 32.60
S 2.47 11.92 33.34
O 2.67 13.28 32.84
O 1.09 11.63 33.63
C 3.35 11.93 35.12
F 3.29 10.72 35.73
F 4.65 12.22 35.02
F 2.70 12.85 35.83
C 0.37 7.01 33.45
C 0.87 8.40 33.97
C 0.25 8.79 35.27
O 2.31 8.45 34.06
H -0.70 7.15 33.37
H 0.59 6.24 34.19
H 0.77 6.78 32.46
H 0.63 9.12 33.18
H 0.44 9.81 35.62
H 0.80 8.20 36.00
H -0.82 8.55 35.32
H 2.70 9.09 33.46
C 8.64 7.80 29.25
C 7.18 7.76 29.81
C 6.37 6.54 29.36
O 7.13 7.84 31.22
H 9.18 6.97 29.71
H 9.28 8.66 29.48
H 8.70 7.58 28.19
H 6.71 8.64 29.38
H 6.44 6.30 28.30
H 5.33 6.72 29.64
H 6.66 5.63 29.88
H 7.65 7.15 31.63
C 9.28 6.35 34.93
C 8.97 6.99 33.61
C 10.09 7.81 32.92
O 10.32 9.12 33.51
C 11.51 9.73 32.99
N 8.63 5.94 32.61
H 10.09 5.66 34.75
H 8.40 5.83 35.30
H 9.55 7.06 35.72
H 8.13 7.67 33.75
H 9.81 7.93 31.87
H 10.98 7.18 32.90
H 11.57 9.61 31.90
H 12.38 9.26 33.46
H 11.61 10.75 33.34
H 8.01 5.29 33.09
H 9.50 5.47 32.44
C 4.59 8.09 36.49
C 5.11 6.90 35.78
C 4.61 5.57 36.40
O 5.03 5.49 37.74
C 5.00 4.12 38.16
N 4.97 7.05 34.31
H 3.56 8.31 36.23
H 5.13 8.95 36.12
H 4.59 7.95 37.58
H 6.19 6.91 35.94
H 5.15 4.84 35.78
H 3.55 5.36 36.27
H 5.79 3.55 37.67
H 4.03 3.68 37.94
H 5.29 4.23 39.20
H 3.98 7.25 34.32
H 4.99 6.07 34.06
C 6.71 12.47 32.81
C 7.97 11.65 33.03
C 9.15 12.62 33.39
O 9.78 13.21 32.29
C 11.03 13.82 32.61
N 7.74 10.68 34.07
H 6.76 13.06 31.90
H 6.45 13.09 33.67
H 5.84 11.86 32.59
H 8.16 10.99 32.18
H 9.81 12.05 34.05
H 8.80 13.34 34.14
H 11.47 14.16 31.67
H 11.81 13.17 33.01
H 10.76 14.68 33.23
H 8.58 10.12 34.00
H 7.88 11.12 34.96
*
```

***

# 2
Below is a structure of composition C20H54AsF9N5O9, with properties calculated with the ωB97M-V functional and the def2-TZVPD basis.

E_LUMO ... -2.78 eV
Energy above the lowest of the compared OMol25 structures with the same formula, charge and spin ... 0.00 kcal/mol
Gap between HOMO and LUMO ... 6.8 eV

```
! wB97M-V def2-TZVPD RIJCOSX def2/J DEFGRID3
* xyz 1 1
C -33.95 -20.70 7.18
C -34.63 -19.36 7.11
C -36.06 -19.29 7.64
O -36.51 -17.98 7.74
C -36.93 -17.40 6.48
N -33.84 -18.33 7.87
H -33.83 -18.45 8.88
H -32.88 -18.34 7.45
H -34.28 -17.42 7.66
H -34.61 -21.42 6.69
H -33.92 -21.11 8.19
H -32.97 -20.67 6.72
H -34.61 -18.99 6.08
H -36.15 -19.89 8.55
H -36.66 -19.92 6.97
H -37.31 -18.23 5.89
H -36.11 -16.85 6.01
H -37.66 -16.61 6.66
C -28.39 -10.69 5.38
C -28.97 -10.35 6.74
C -29.76 -11.48 7.37
O -28.83 -12.41 7.79
C -29.36 -13.63 8.34
N -27.81 -10.05 7.67
H -27.19 -10.86 7.70
H -27.28 -9.28 7.27
H -28.10 -9.78 8.61
H -29.21 -10.67 4.67
H -27.84 -11.63 5.34
H -27.75 -9.86 5.07
H -29.56 -9.44 6.63
H -30.48 -11.84 6.62
H -30.39 -11.07 8.18
H -30.30 -13.48 8.88
H -28.68 -13.93 9.13
H -29.48 -14.38 7.56
C -38.72 -15.24 10.83
C -38.25 -14.69 9.50
C -38.90 -13.46 8.92
O -38.32 -13.27 7.67
C -38.84 -12.16 6.94
N -36.74 -14.43 9.55
H -36.31 -14.30 8.63
H -36.47 -13.71 10.22
H -36.29 -15.27 9.93
H -39.14 -14.47 11.48
H -38.00 -15.90 11.28
H -39.64 -15.79 10.59
H -38.22 -15.43 8.70
H -38.76 -12.60 9.60
H -39.98 -13.61 8.88
H -39.24 -11.38 7.60
H -39.56 -12.53 6.23
H -38.02 -11.64 6.44
C -32.81 -11.68 2.63
C -32.13 -12.96 2.20
C -30.61 -12.91 2.35
O -30.12 -14.19 2.09
C -28.87 -14.46 2.68
N -32.64 -14.04 3.05
H -32.13 -14.92 2.96
H -32.63 -13.79 4.06
H -33.66 -14.26 2.81
H -32.41 -10.82 2.07
H -32.68 -11.50 3.70
H -33.88 -11.69 2.46
H -32.37 -13.17 1.16
H -30.36 -12.48 3.33
H -30.27 -12.18 1.60
H -28.78 -15.54 2.85
H -28.67 -13.93 3.62
H -28.00 -14.29 2.03
N -30.76 -17.72 8.13
O -29.72 -17.13 8.46
O -31.11 -17.78 6.94
O -31.46 -18.30 9.01
As -33.06 -14.36 6.76
F -33.92 -13.36 5.69
F -32.62 -12.99 7.71
F -32.30 -15.33 7.94
F -33.45 -15.78 5.86
F -31.63 -14.13 5.80
F -34.59 -14.57 7.64
C -35.97 -14.80 2.23
O -36.78 -14.50 1.04
O -34.70 -14.62 2.00
C -36.53 -13.84 3.31
F -35.56 -12.94 3.50
F -37.63 -13.11 3.09
F -36.78 -14.53 4.46
C -37.17 -15.63 0.33
C -37.94 -15.14 -0.88
H -38.11 -15.82 -1.71
H -38.82 -14.55 -0.60
H -37.31 -14.34 -1.30
H -37.73 -16.35 0.95
H -36.30 -16.18 -0.05
H -36.23 -15.84 2.52
*
```

***

# 3
Below is a structure of composition C20H54F4NaO10S8, with properties calculated with the ωB97M-V functional and the def2-TZVPD basis.

E_LUMO ... -0.48 eV
Gap between HOMO and LUMO ... 2.9 eV

```
! wB97M-V def2-TZVPD RIJCOSX def2/J DEFGRID3
* xyz -1 1
Na -2.11 -3.95 3.33
F -4.53 -0.68 -2.59
C -0.39 -1.06 1.68
O -0.88 -0.67 0.41
O -1.37 -1.80 2.23
C 1.09 -1.52 1.55
F 1.39 -2.20 0.44
F 1.95 -0.46 1.60
F 1.44 -2.27 2.62
C -0.27 0.42 -0.27
C -1.30 0.82 -1.31
H -0.93 1.64 -1.95
H -1.80 0.01 -1.84
H -2.14 1.34 -0.85
H 0.59 0.10 -0.87
H -0.03 1.26 0.39
H -0.35 -0.10 2.24
C -1.09 3.90 -6.36
S -1.42 2.13 -6.17
O -0.12 1.63 -5.60
C -2.58 2.30 -4.80
H -0.60 4.10 -7.31
H -0.47 4.10 -5.49
H -1.96 4.53 -6.24
H -3.52 2.69 -5.21
H -2.22 2.94 -3.99
H -2.82 1.32 -4.38
C -1.78 2.85 2.91
S -3.27 2.83 1.89
O -3.31 1.53 1.15
C -4.61 2.74 3.17
H -1.99 3.06 3.96
H -1.16 3.62 2.46
H -1.30 1.90 2.69
H -5.46 2.31 2.63
H -4.77 3.71 3.64
H -4.22 1.95 3.81
C 4.06 0.50 -1.62
S 3.13 2.00 -2.17
O 4.18 2.78 -2.95
C 2.26 1.14 -3.55
H 4.05 -0.30 -2.35
H 3.63 0.15 -0.67
H 5.05 0.81 -1.30
H 2.96 0.64 -4.20
H 1.82 2.01 -4.04
H 1.52 0.48 -3.10
C 1.59 0.05 7.54
S 2.15 1.13 6.20
O 3.58 0.76 5.94
C 1.06 0.47 4.91
H 0.56 0.13 7.90
H 2.22 0.28 8.40
H 1.67 -1.01 7.28
H 0.04 0.78 5.13
H 1.00 -0.62 4.83
H 1.20 0.86 3.90
C -2.56 4.17 -1.38
S -2.03 5.70 -2.19
O -1.40 5.33 -3.50
C -3.69 6.45 -2.49
H -1.61 3.65 -1.27
H -3.19 3.54 -2.01
H -3.01 4.45 -0.43
H -4.34 6.52 -1.62
H -4.29 5.88 -3.21
H -3.57 7.44 -2.91
C 3.85 -3.87 4.14
S 5.41 -3.54 5.03
O 6.51 -3.39 4.03
C 5.02 -1.82 5.58
H 3.38 -2.94 3.82
H 3.13 -4.46 4.71
H 4.19 -4.36 3.23
H 5.43 -1.42 6.51
H 3.95 -1.67 5.74
H 5.30 -1.24 4.70
C 0.34 -4.92 0.05
S 0.33 -6.34 -1.10
O 1.62 -6.29 -1.88
C 0.60 -7.64 0.12
H -0.15 -5.20 0.99
H -0.07 -3.95 -0.25
H 1.38 -4.77 0.35
H -0.03 -7.50 1.00
H 1.67 -7.64 0.33
H 0.25 -8.57 -0.34
C -1.32 -1.32 -5.19
S -1.23 -3.05 -4.71
O -2.67 -3.50 -4.63
C -0.74 -2.74 -2.97
H -1.87 -0.67 -4.51
H -1.63 -1.29 -6.23
H -0.30 -0.95 -5.06
H 0.24 -2.27 -2.99
H -0.81 -3.74 -2.55
H -1.56 -2.13 -2.59
*
```

***

no.,calculated total energy (eV),HOMO energy (eV)
1,-85448.93278,-9.49
2,-132781.05929,-9.57
3,-144050.11706,-3.41